# 1
{"formula": "C56H54N8O5PRu", "method": "the ωB97M-V functional and the def2-TZVPD basis", "elements": ["Ru", "C", "N", "C", "N", "C", "C", "C", "C", "C", "C", "C", "C", "C", "C", "C", "C", "C", "C", "P", "C", "N", "C", "C", "N", "C", "C", "C", "C", "C", "C", "C", "C", "C", "C", "C", "C", "C", "C", "N", "C", "C", "N", "C", "C", "C", "C", "C", "C", "C", "C", "C", "C", "C", "C", "C", "H", "H", "H", "H", "H", "H", "H", "H", "H", "H", "H", "H", "H", "H", "H", "H", "H", "H", "H", "H", "H", "H", "H", "H", "H", "H", "H", "H", "H", "H", "H", "H", "H", "H", "H", "H", "H", "H", "H", "O", "H", "H", "O", "H", "H", "C", "C", "C", "C", "C", "C", "O", "N", "C", "O", "N", "C", "O", "H", "H", "H", "H", "H", "H", "H", "H", "H", "H", "H"], "xyz": [[-0.09036, 0.21153, 0.34026], [1.34824, -4.41897, -2.79034], [0.46544, -3.60787, -1.99554], [0.71684, -2.34337, -1.54984], [-0.30496, -1.89207, -0.83764], [-1.24816, -2.87097, -0.81804], [-0.75976, -3.97187, -1.53494], [-1.35556, -5.28777, -1.71164], [-1.51856, -5.85477, -2.97654], [-2.13086, -7.08677, -3.10694], [-2.56416, -7.77537, -1.98284], [-2.38736, -7.22527, -0.72104], [-1.79496, -5.98747, -0.58144], [-2.55816, -2.73957, -0.21414], [-2.76366, -1.84027, 0.83536], [-3.99016, -1.75417, 1.46276], [-5.04576, -2.55297, 1.03766], [-4.86966, -3.40997, -0.03954], [-3.64356, -3.50357, -0.66344], [2.23924, -1.45947, -2.07624], [2.85944, -0.99727, -0.41614], [2.17414, -0.43997, 0.57656], [2.99384, -0.39957, 1.65476], [4.22574, -0.94297, 1.30476], [4.11674, -1.31857, -0.00064], [5.17064, -1.90447, -0.78704], [5.41064, -1.00257, 2.14876], [6.19104, -2.15047, 2.29436], [7.25994, -2.15377, 3.17116], [7.57304, -1.01697, 3.90116], [6.81824, 0.13623, 3.74116], [5.74014, 0.14323, 2.88156], [2.58534, 0.04183, 2.98856], [2.77454, -0.80937, 4.08256], [2.35714, -0.41737, 5.34176], [1.74434, 0.81353, 5.52326], [1.57504, 1.66843, 4.44576], [2.00424, 1.29413, 3.18356], [1.40924, 0.08593, -2.61174], [0.40764, 0.75633, -2.05164], [0.02994, 1.71053, -2.94524], [0.84634, 1.62853, -4.07254], [1.69204, 0.58943, -3.84734], [2.73004, 0.14313, -4.73754], [0.86884, 2.53223, -5.21544], [0.81744, 2.06723, -6.53004], [0.79294, 2.96293, -7.58174], [0.83364, 4.32783, -7.34104], [0.91034, 4.79603, -6.03704], [0.91424, 3.91113, -4.97874], [-1.10976, 2.60593, -2.80434], [-1.92056, 2.92403, -3.89874], [-2.99686, 3.77363, -3.73304], [-3.29066, 4.30403, -2.48434], [-2.48706, 3.99823, -1.39564], [-1.39896, 3.16243, -1.55824], [2.38254, -4.16787, -2.55604], [1.17474, -4.24477, -3.85454], [1.17864, -5.47457, -2.57764], [-1.21126, -5.30937, -3.85624], [-2.28226, -7.50967, -4.08734], [-3.04756, -8.73317, -2.08984], [-2.71786, -7.76217, 0.15436], [-1.65566, -5.55257, 0.39666], [-1.92436, -1.22607, 1.15576], [-4.11836, -1.08327, 2.29946], [-6.00176, -2.50117, 1.53476], [-5.69656, -4.00757, -0.39064], [-3.53076, -4.15097, -1.51614], [6.13354, -1.57507, -0.39444], [5.08214, -1.59097, -1.82774], [5.13154, -2.99567, -0.74134], [5.94294, -3.05337, 1.75716], [7.85604, -3.04547, 3.28926], [8.39994, -1.02927, 4.59316], [7.07804, 1.03293, 4.28156], [5.15564, 1.04123, 2.75166], [3.22894, -1.77887, 3.93596], [2.50824, -1.07367, 6.18576], [1.41024, 1.11453, 6.50486], [1.12844, 2.63943, 4.60166], [1.94214, 1.97873, 2.35076], [3.00154, 0.96153, -5.40364], [2.38784, -0.70547, -5.33384], [3.61024, -0.15747, -4.16934], [0.74924, 1.00763, -6.72704], [0.74204, 2.59743, -8.59484], [0.79444, 5.02223, -8.16504], [0.97374, 5.85643, -5.85094], [0.96984, 4.27623, -3.96374], [-1.71466, 2.49733, -4.86904], [-3.61596, 4.02243, -4.58174], [-4.13396, 4.96413, -2.36304], [-2.69846, 4.42373, -0.42674], [-0.70856, 2.96263, -0.75544], [-0.19716, -1.09127, 2.59656], [0.49214, -0.84407, 3.22496], [-1.04606, -0.80747, 2.99776], [-2.35716, 0.40233, -0.90444], [-3.13846, 0.48093, -0.34494], [-2.33976, 1.15783, -1.51174], [-4.46196, 2.79173, 1.73546], [-4.19856, 2.70923, 3.23246], [-2.68726, 2.73803, 3.53876], [-2.42126, 2.73083, 5.07186], [-3.18876, 3.79703, 5.84616], [-2.06736, 4.00493, 2.98726], [-2.49466, 5.11063, 3.16916], [-0.88996, 3.83083, 2.26346], [-0.52666, 2.65593, 1.67446], [0.41804, 2.60383, 0.87086], [-1.19636, 1.53383, 1.95686], [-2.09266, 1.44433, 2.96336], [-2.44126, 0.35533, 3.38756], [-5.51686, 2.64503, 1.53216], [-3.89736, 2.03493, 1.19146], [-4.17756, 3.77193, 1.36376], [-4.61166, 1.79133, 3.65326], [-4.66786, 3.55943, 3.72486], [-1.34656, 2.86283, 5.23366], [-2.69446, 1.74373, 5.44856], [-3.09456, 4.77173, 5.37566], [-2.78336, 3.86863, 6.85126], [-4.24386, 3.55113, 5.92146], [-0.40206, 4.67153, 1.96386]], "fmax_ev_per_a": 2.641, "spin_multiplicity": 2, "charge": 2, "e_lumo_ev": [-7.510, -7.160], "orbital_gap_ev": [4.868, 5.217], "s2": 0.807}



# 2
{"formula": "C56H54NO31", "method": "the ωB97M-V functional and the def2-TZVPD basis", "elements": ["C", "C", "O", "O", "C", "C", "C", "C", "C", "C", "C", "C", "N", "O", "C", "C", "C", "C", "H", "H", "H", "H", "H", "H", "H", "H", "H", "H", "H", "H", "H", "H", "H", "H", "H", "H", "H", "H", "H", "H", "H", "H", "H", "H", "C", "C", "C", "O", "C", "C", "C", "O", "O", "O", "H", "H", "H", "H", "C", "C", "C", "O", "C", "C", "C", "O", "O", "O", "H", "H", "H", "H", "C", "C", "C", "O", "C", "C", "C", "O", "O", "O", "H", "H", "H", "H", "C", "C", "C", "O", "C", "C", "C", "O", "O", "O", "H", "H", "H", "H", "C", "C", "C", "O", "C", "C", "C", "O", "O", "O", "H", "H", "H", "H", "C", "C", "C", "O", "C", "C", "C", "O", "O", "O", "H", "H", "H", "H", "C", "C", "C", "O", "C", "C", "C", "O", "O", "O", "H", "H", "H", "H"], "xyz": [[1.80371, -1.31194, 0.04376], [0.74369, -0.71649, -1.00378], [1.16490, -0.30832, -2.12099], [-0.66602, -0.67474, -0.70899], [-1.14996, -2.05125, -0.87572], [-2.71774, -2.21376, -0.59145], [-3.66974, -1.68453, -1.76620], [-3.16568, -2.05477, -3.24911], [-5.20353, -2.24310, -1.65652], [-5.94243, -1.77019, -0.31503], [-7.55944, -1.78764, -0.50185], [-5.65604, -2.94906, 0.79021], [-5.42026, -0.51013, 0.29523], [-6.41912, 0.08997, 0.94585], [-4.91964, 0.47989, -0.70273], [-6.05025, 1.22854, -1.56073], [-4.18769, 1.65321, 0.17171], [-3.79810, -0.07128, -1.71254], [2.59046, -1.90483, -0.53700], [1.29022, -2.03734, 0.77297], [2.27342, -0.49048, 0.69932], [-0.60515, -2.68113, -0.07314], [-0.82172, -2.43391, -1.89883], [-2.90021, -3.33648, -0.42241], [-2.96798, -1.63282, 0.37742], [-4.10531, -2.11430, -3.91499], [-2.63168, -3.07195, -3.30513], [-2.43469, -1.27662, -3.64935], [-5.19569, -3.38884, -1.79607], [-5.75673, -1.74600, -2.53896], [-8.12006, -1.79071, 0.48788], [-7.93661, -0.99004, -1.22165], [-7.78791, -2.80459, -1.00522], [-5.26827, -2.46049, 1.74488], [-6.64758, -3.46188, 1.07012], [-4.97732, -3.76610, 0.37794], [-5.48595, 1.86821, -2.34359], [-6.62444, 2.00073, -0.92116], [-6.74023, 0.54593, -2.15741], [-3.71545, 1.09026, 1.06591], [-3.31600, 2.13578, -0.38766], [-4.92067, 2.43734, 0.55385], [-2.78100, 0.42108, -1.55102], [-4.12939, 0.24304, -2.77672], [-5.44043, -6.28336, 3.39255], [-6.09658, -7.38867, 3.75522], [-5.54586, -8.74585, 3.47441], [-6.16260, -9.73283, 3.83631], [-4.26809, -8.83550, 2.75941], [-3.61501, -7.73040, 2.39447], [-4.15204, -6.37368, 2.69939], [-3.51834, -5.38654, 2.36642], [-2.42890, -7.79769, 1.72770], [-7.29753, -7.32102, 4.39855], [-5.82724, -5.29259, 3.59183], [-3.88807, -9.82574, 2.54612], [-2.16065, -6.86892, 1.58026], [-7.55997, -8.24835, 4.55033], [0.62706, -8.59046, 3.30496], [1.04017, -9.82381, 3.60416], [2.46750, -10.22470, 3.44593], [2.81285, -11.35395, 3.74670], [3.40759, -9.22785, 2.92237], [2.99304, -7.99570, 2.62009], [1.57131, -7.58737, 2.80447], [1.23178, -6.44702, 2.53480], [3.85330, -7.06069, 2.13089], [0.17440, -10.76639, 4.06735], [-0.40507, -8.28622, 3.41721], [4.43661, -9.53625, 2.79543], [3.31364, -6.25764, 1.99493], [0.71502, -11.56802, 4.20943], [-12.61072, -6.81027, 6.70483], [-13.14461, -7.89823, 6.14531], [-12.34170, -8.79172, 5.26199], [-12.85732, -9.78696, 4.78341], [-10.94599, -8.42573, 4.99969], [-10.41263, -7.33563, 5.55650], [-11.20835, -6.45767, 6.46159], [-10.68317, -5.48058, 6.96677], [-9.11671, -6.98162, 5.31939], [-14.44530, -8.23732, 6.35948], [-13.18181, -6.15519, 7.34921], [-10.37970, -9.07282, 4.34289], [-8.97393, -6.16323, 5.83492], [-14.58680, -9.05873, 5.84934], [2.32300, 3.52067, 1.77360], [1.45811, 2.50550, 1.73384], [0.96012, 1.85919, 2.98157], [0.15586, 0.94585, 2.90766], [1.47155, 2.35512, 4.26384], [2.33943, 3.36866, 4.30320], [2.81591, 4.03224, 3.05612], [3.59492, 4.96716, 3.13121], [2.82475, 3.83799, 5.48528], [0.99440, 2.01919, 0.54931], [2.68985, 3.99872, 0.87532], [1.11628, 1.86639, 5.16110], [3.42896, 4.56795, 5.24612], [0.38403, 1.29259, 0.78772], [4.52482, 6.50633, -1.25171], [4.34769, 7.60735, -1.98362], [3.51091, 7.59487, -3.21706], [3.35633, 8.62501, -3.85021], [2.90466, 6.32308, -3.62382], [3.08444, 5.22003, -2.89373], [3.89917, 5.24009, -1.64535], [4.02754, 4.21766, -0.99282], [2.52995, 4.03242, -3.26049], [4.92506, 8.79174, -1.63222], [5.12762, 6.50280, -0.35382], [2.31435, 6.32339, -4.53022], [2.80351, 3.39299, -2.57338], [4.64433, 9.43073, -2.31740], [8.01474, 8.26778, -1.84320], [8.44952, 7.04448, -1.53141], [9.88385, 6.66726, -1.68192], [10.24807, 5.54630, -1.36948], [10.80795, 7.67484, -2.21197], [10.37334, 8.89691, -2.52691], [8.94430, 9.28229, -2.35061], [8.58670, 10.41320, -2.63170], [11.22348, 9.84087, -3.02214], [7.59957, 6.08874, -1.06100], [6.97491, 8.55749, -1.73701], [11.84257, 7.38285, -2.33316], [10.67346, 10.63527, -3.16840], [8.15501, 5.29868, -0.91029], [12.38140, 9.50061, -8.38695], [11.79611, 9.01101, -7.29180], [10.56243, 9.62936, -6.72764], [10.04462, 9.14372, -5.73685], [10.01999, 10.81598, -7.39672], [10.60728, 11.30769, -8.48996], [11.82506, 10.67288, -9.06986], [12.32386, 11.13855, -10.07984], [10.11699, 12.40963, -9.12029], [12.30184, 7.92529, -6.64523], [13.27544, 9.06007, -8.80766], [9.13478, 11.26561, -6.96710], [10.71391, 12.56173, -9.87905], [11.70128, 7.76986, -5.89007]], "fmax_ev_per_a": 5.161, "spin_multiplicity": 2, "e_lumo_ev": [-1.748, -1.748], "orbital_gap_ev": [7.330, 7.891], "s2": 0.754}



# 3
{"formula": "C56H60O22", "method": "the ωB97M-V functional and the def2-TZVPD basis", "elements": ["C", "C", "C", "O", "C", "O", "O", "H", "H", "H", "H", "H", "H", "C", "C", "C", "O", "C", "O", "O", "H", "H", "H", "H", "H", "H", "C", "C", "C", "C", "C", "C", "O", "O", "H", "H", "H", "H", "H", "H", "C", "C", "C", "C", "C", "C", "O", "O", "H", "H", "H", "H", "H", "H", "C", "C", "C", "C", "C", "C", "O", "O", "H", "H", "H", "H", "H", "H", "C", "C", "C", "C", "C", "C", "O", "O", "H", "H", "H", "H", "H", "H", "C", "C", "C", "C", "C", "C", "O", "O", "H", "H", "H", "H", "H", "H", "C", "C", "C", "C", "C", "C", "O", "O", "H", "H", "H", "H", "H", "H", "C", "C", "C", "C", "C", "C", "O", "O", "H", "H", "H", "H", "H", "H", "C", "C", "C", "C", "C", "C", "O", "O", "H", "H", "H", "H", "H", "H"], "xyz": [[4.74152, -1.75301, 2.18446], [5.44693, -1.68738, 0.83966], [4.82830, -2.33999, -0.32732], [5.18217, -1.51537, -1.40411], [5.62943, -0.25743, -0.99692], [6.05303, 0.54278, -1.75560], [5.63118, -0.31310, 0.37852], [3.67457, -1.52931, 2.11046], [5.20369, -1.03095, 2.89477], [4.78788, -2.74784, 2.61219], [6.48491, -2.07747, 0.93561], [3.75159, -2.30417, -0.24119], [5.04527, -3.37896, -0.53920], [2.22907, 2.04964, 1.57207], [1.65916, 1.89769, 3.01757], [0.37139, 1.15035, 3.03838], [0.81707, -0.23730, 3.25972], [1.97021, -0.18698, 3.94524], [2.42005, -1.13799, 4.53315], [2.53370, 1.04729, 3.90949], [2.34641, 1.10948, 1.02376], [3.20559, 2.59443, 1.54399], [1.54233, 2.66570, 0.93067], [1.63619, 2.92947, 3.45797], [-0.19517, 1.13728, 2.11867], [-0.24800, 1.31832, 3.92666], [5.20092, 3.66151, -1.62660], [5.62141, 3.61781, -0.26712], [5.39395, 4.64046, 0.63359], [4.62730, 5.71532, 0.24118], [4.10005, 5.76665, -1.06026], [4.45440, 4.78326, -1.95500], [4.03268, 4.94546, -3.27137], [5.83522, 4.63995, 1.90914], [5.55869, 2.83045, -2.22175], [6.15925, 2.74531, 0.03023], [4.51300, 6.49015, 0.97730], [3.60925, 6.65055, -1.35737], [4.71708, 4.53387, -3.75826], [6.33202, 3.82814, 2.01423], [-2.48556, -1.10136, 4.02993], [-2.91201, 0.17136, 4.18264], [-3.40138, 0.83591, 3.08998], [-3.45669, 0.29774, 1.82984], [-2.87735, -0.92490, 1.60746], [-2.45648, -1.62728, 2.73751], [-2.03775, -2.93057, 2.48747], [-3.85662, 2.08451, 3.32676], [-2.21633, -1.72885, 4.90347], [-2.77193, 0.76641, 5.07356], [-3.75079, 0.82874, 0.97958], [-2.84506, -1.31723, 0.63313], [-1.32554, -3.14300, 3.11918], [-4.06114, 2.49267, 2.45308], [-3.49614, 1.87205, -2.09164], [-4.51577, 1.08370, -2.59771], [-5.83505, 1.34716, -2.25159], [-6.06339, 2.28358, -1.22291], [-5.07975, 3.00132, -0.61741], [-3.73575, 2.82031, -1.09627], [-2.73767, 3.51366, -0.48625], [-6.85351, 0.68095, -2.81706], [-2.49423, 1.87267, -2.53885], [-4.24373, 0.34186, -3.37602], [-7.06360, 2.26664, -0.78465], [-5.40399, 3.64759, 0.21361], [-1.90858, 3.08633, -0.78103], [-7.62078, 0.55921, -2.25087], [-5.45906, -2.77912, 1.49228], [-6.48479, -2.03484, 0.94559], [-6.89830, -2.23601, -0.33278], [-6.25011, -3.16682, -1.12120], [-5.13092, -3.84667, -0.67199], [-4.79641, -3.68031, 0.68323], [-3.73144, -4.39969, 1.18153], [-7.95595, -1.55659, -0.89531], [-5.06107, -2.59851, 2.44239], [-6.99266, -1.28960, 1.55084], [-6.54864, -3.30902, -2.14236], [-4.53447, -4.47697, -1.35871], [-3.19263, -3.84156, 1.80347], [-8.28312, -2.11707, -1.58984], [0.31547, 6.56064, -3.24865], [-0.02926, 7.79470, -2.65360], [0.08472, 7.95438, -1.28358], [0.47222, 6.87341, -0.47782], [0.87408, 5.71761, -1.04752], [0.81075, 5.52956, -2.46922], [1.20727, 4.31449, -3.05124], [-0.11066, 9.09662, -0.57354], [0.27185, 6.43657, -4.33391], [-0.34984, 8.66196, -3.25765], [0.59717, 6.96352, 0.61334], [1.22190, 4.87502, -0.45648], [2.14471, 4.28073, -3.32148], [-0.39336, 9.77175, -1.15441], [1.74776, -5.21221, 0.95899], [0.81765, -4.58988, 1.65887], [1.19565, -4.26048, 2.98425], [2.39507, -4.51674, 3.49222], [3.37920, -5.11286, 2.75719], [3.00719, -5.41909, 1.46937], [3.84622, -6.07484, 0.54827], [0.25694, -3.64873, 3.87028], [1.55919, -5.57798, -0.08602], [-0.27734, -4.52117, 1.37579], [2.61056, -4.33877, 4.54106], [4.37804, -5.40040, 3.14332], [4.68804, -6.20804, 0.99471], [0.66373, -3.00723, 4.50040], [-1.39896, -6.17653, -3.49962], [-1.69513, -5.81243, -2.15781], [-1.43298, -4.48769, -1.71219], [-0.82994, -3.64391, -2.60839], [-0.43120, -4.00139, -3.90122], [-0.68237, -5.28627, -4.31123], [-0.28075, -5.66256, -5.58245], [-1.61281, -4.05570, -0.42698], [-1.59858, -7.19517, -3.88941], [-2.01349, -6.63510, -1.50520], [-0.67204, -2.64164, -2.27378], [0.00500, -3.29808, -4.56576], [0.22945, -4.99367, -5.97318], [-2.45393, -4.40682, -0.06313], [-0.54190, 0.34512, -0.58337], [-0.13850, -0.94950, -0.35457], [1.13531, -1.37940, -0.87141], [1.91869, -0.48846, -1.61081], [1.52501, 0.83259, -1.79743], [0.28484, 1.21190, -1.38073], [-0.17034, 2.51763, -1.60536], [1.53399, -2.68520, -0.73073], [-1.52763, 0.66241, -0.28008], [-0.77411, -1.66470, 0.18851], [2.82923, -0.90643, -1.97528], [2.13806, 1.40845, -2.38118], [0.42756, 3.12078, -2.15235], [0.76504, -3.21325, -0.48651]], "fmax_ev_per_a": 4.604, "e_lumo_ev": 0.460, "orbital_gap_ev": 8.179, "smiles": "C[C@H]1COC(=O)O1.C[C@H]1COC(=O)O1.Oc1ccc(O)cc1.Oc1ccc(O)cc1.Oc1ccc(O)cc1.Oc1ccc(O)cc1.Oc1ccc(O)cc1.Oc1ccc(O)cc1.Oc1ccc(O)cc1.Oc1ccc(O)cc1"}